Entry 1:
Computed, not measured: a molecular structure, C21H31F5NiP2, with ωB97M-V/def2-TZVPD.

E_tot	-3508.672869	Eh
multiplicity	3
E_HOMO (spin up / spin down)	-4.531 / -4.496	eV
energy above the lowest of the compared OMol25 structures with the same formula, charge and spin	152.0	kcal per mole
maximum force	2.198	eV/Å
orbital gap (spin up / spin down)	3.932 / 3.889	eV
expectation value of S²	2.018
total charge	0

Positions of all 60 atoms, in Å:
P  -5.309  1.147  -0.775
P  -4.945  -2.640  1.093
C  -6.308  -0.410  -0.480
C  -6.193  -1.316  0.810
H  -6.239  -1.040  -1.376
H  -7.355  -0.073  -0.522
H  -6.185  -0.686  1.705
H  -7.136  -1.877  0.868
C  -5.339  -3.985  -0.088
H  -4.465  -4.654  -0.118
H  -5.506  -3.614  -1.109
H  -6.214  -4.559  0.245
C  -5.272  -3.406  2.698
H  -6.150  -4.073  2.623
H  -5.471  -2.635  3.457
H  -4.396  -3.998  2.994
C  -6.050  1.828  -2.279
H  -5.441  2.666  -2.639
H  -7.070  2.185  -2.075
H  -6.093  1.060  -3.059
C  -5.819  2.313  0.517
H  -5.872  1.869  1.521
H  -6.812  2.731  0.293
H  -5.123  3.159  0.586
Ni  -0.420  1.097  1.495
C  -3.153  -2.499  0.771
C  -2.939  -2.607  -0.725
C  -3.675  -1.645  -1.565
C  -2.988  -0.259  -1.965
C  -3.530  0.976  -1.146
C  -2.975  1.110  0.236
C  -3.311  0.062  1.215
C  -2.462  -1.209  1.444
C  0.166  2.043  -0.156
H  -2.770  -3.381  1.300
H  -1.917  -2.778  -1.064
H  -4.544  -1.354  -0.983
H  -4.141  -2.107  -2.450
H  -1.888  -0.359  -1.868
H  -3.212  -0.004  -3.032
H  -3.205  1.879  -1.717
H  -2.832  2.136  0.657
H  -4.299  -0.321  0.924
H  -3.629  0.509  2.189
H  -1.446  -1.003  1.061
H  -2.346  -1.388  2.553
H  1.123  2.594  0.112
H  -0.566  2.748  -0.617
H  0.287  1.162  -0.901
F  0.264  -1.280  -1.298
C  1.070  -1.371  -0.194
C  0.762  -0.689  0.979
C  1.516  -1.105  2.066
F  1.153  -0.711  3.321
C  2.648  -1.943  1.964
F  3.402  -2.178  3.055
C  3.000  -2.513  0.755
F  4.134  -3.254  0.615
C  2.183  -2.236  -0.331
F  2.454  -2.807  -1.522

Löwdin population analysis, charges in e, atoms 1 to 4:
1 P 0.955
2 P 0.967
3 C -0.292
4 C -0.304

Entry 2:
Computed, not measured: a molecular structure, C21H31F5OsP2S, with ωB97M-V/def2-TZVPD.

E_tot	-2488.651681	Eh
multiplicity	5
E_HOMO (spin up / spin down)	-13.056 / -14.395	eV
energy above the lowest of the compared OMol25 structures with the same formula, charge and spin	93.8	kcal per mole
maximum force	5.925	eV/Å
orbital gap (spin up / spin down)	5.554 / 6.420	eV
expectation value of S²	6.025
total charge	+2

Positions of all 61 atoms, in Å:
P  0.342  2.932  1.034
P  2.450  -0.842  -0.476
C  2.458  1.969  0.792
C  2.985  1.116  -0.435
H  2.520  1.423  1.717
H  2.924  2.953  0.842
H  3.044  1.638  -1.421
H  3.978  0.708  -0.211
C  3.564  -1.372  0.840
H  3.559  -2.464  0.826
H  3.264  -1.026  1.831
H  4.580  -1.019  0.620
C  3.139  -1.256  -2.071
H  4.193  -0.935  -2.079
H  2.572  -0.773  -2.879
H  3.072  -2.341  -2.187
C  0.056  3.949  2.491
H  -1.014  4.135  2.657
H  0.578  4.919  2.473
H  0.437  3.356  3.323
C  0.227  3.907  -0.500
H  0.358  3.155  -1.316
H  1.038  4.637  -0.504
H  -0.742  4.410  -0.603
Os  1.014  1.271  -0.303
C  5.073  2.798  -0.867
C  5.201  2.426  0.427
C  5.621  3.337  1.524
C  4.938  4.712  1.560
C  3.562  4.802  0.943
C  3.336  5.118  -0.347
C  4.388  5.205  -1.397
C  5.497  4.122  -1.395
C  -1.156  1.286  -0.103
H  4.905  2.088  -1.682
H  5.335  1.381  0.722
H  6.710  3.488  1.457
H  5.449  2.807  2.473
H  4.863  4.994  2.623
H  5.601  5.448  1.076
H  2.750  4.888  1.678
H  2.452  5.695  -0.610
H  4.903  6.180  -1.332
H  3.885  5.173  -2.377
H  5.798  3.975  -2.448
H  6.396  4.479  -0.864
H  -1.394  0.576  -0.898
H  -1.661  2.235  -0.339
H  -1.544  0.876  0.843
F  -4.427  -3.919  -1.490
C  -3.329  -3.287  -1.037
C  -2.389  -2.783  -1.943
F  -2.627  -2.879  -3.264
C  -1.227  -2.161  -1.485
F  -0.365  -1.623  -2.390
C  -0.974  -2.023  -0.121
S  0.496  -1.175  0.529
C  -1.943  -2.509  0.778
F  -1.796  -2.277  2.107
C  -3.101  -3.144  0.334
F  -4.023  -3.604  1.202

Löwdin population analysis, charges in e, atoms 1 to 4:
1 P 0.839
2 P 0.670
3 C -0.377
4 C -0.516

Entry 3:
Computed, not measured: a molecular structure, C21H31GaO3S2, with ωB97M-V/def2-TZVPD.

E_tot	-3765.580863	Eh
E_HOMO	-5.806	eV
energy above the lowest of the compared OMol25 structures with the same formula, charge and spin	0.0	kcal per mole
maximum force	0.774	eV/Å
orbital gap	6.083	eV
total charge	0

Positions of all 58 atoms, in Å:
Ga  -1.359  -0.406  1.145
C  -3.063  -0.524  0.485
H  -3.752  -1.079  1.121
H  -3.120  -0.900  -0.538
C  -0.923  4.712  0.145
C  -1.147  3.698  -0.963
S  -1.888  2.126  -0.458
O  -1.020  1.680  0.707
C  -3.464  2.705  0.222
C  -3.434  2.929  1.722
H  -0.406  5.591  -0.242
H  -0.316  4.273  0.936
H  -1.867  5.044  0.575
H  -0.199  3.394  -1.413
H  -1.781  4.081  -1.766
H  -4.143  1.887  -0.006
H  -3.741  3.604  -0.336
H  -3.110  2.019  2.224
H  -4.444  3.162  2.061
H  -2.768  3.736  2.024
O  -0.045  -0.608  -0.454
S  1.261  -0.816  -1.162
C  1.812  -2.451  -0.688
C  2.982  -2.945  -1.248
C  3.438  -4.192  -0.861
C  2.733  -4.926  0.086
C  1.575  -4.413  0.647
C  1.104  -3.163  0.264
C  0.783  -1.147  -2.845
C  1.619  -0.707  -3.857
C  1.262  -0.949  -5.179
C  0.073  -1.602  -5.459
C  -0.768  -2.017  -4.431
C  -0.417  -1.792  -3.112
H  3.532  -2.370  -1.984
H  4.346  -4.591  -1.294
H  3.096  -5.899  0.390
H  1.030  -4.979  1.390
H  0.204  -2.752  0.703
H  2.533  -0.176  -3.620
H  1.904  -0.615  -5.982
H  -0.211  -1.783  -6.488
H  -1.700  -2.514  -4.662
H  -1.064  -2.085  -2.294
C  1.463  -0.434  4.143
C  0.761  0.332  3.026
C  0.176  1.638  3.565
C  1.755  0.632  1.908
O  -0.298  -0.514  2.592
H  2.280  0.152  4.572
H  1.871  -1.369  3.756
H  0.751  -0.672  4.934
H  0.957  2.285  3.972
H  -0.541  1.421  4.360
H  -0.336  2.173  2.766
H  2.565  1.268  2.270
H  1.256  1.150  1.090
H  2.202  -0.298  1.544

Löwdin population analysis, charges in e, atoms 1 to 4:
1 Ga 0.370
2 C -0.238
3 H -0.088
4 H -0.082

Entry 4:
Computed, not measured: a gas-phase ion, C21H31N2O3 (charge +1), with ωB97M-V/def2-TZVPD.

E_tot	-1153.857797	Eh
E_HOMO	-10.124	eV
maximum force	1.036	eV/Å
orbital gap	8.141	eV
total charge	+1

Positions of all 57 atoms, in Å:
C  4.134  4.613  -0.307
C  2.961  5.104  0.524
N  1.663  4.637  -0.027
C  1.371  5.234  -1.363
C  1.416  4.212  -2.487
C  0.553  4.845  0.930
C  -0.647  3.936  0.665
C  -0.417  2.471  1.092
N  -0.194  1.561  -0.013
C  0.994  1.346  -0.574
O  1.983  2.049  -0.345
C  1.040  0.205  -1.574
O  -0.098  -0.605  -1.536
C  -0.152  -1.620  -0.583
C  0.649  -1.632  0.563
C  0.541  -2.652  1.492
C  -0.388  -3.645  1.253
O  -0.658  -4.727  2.019
C  -1.641  -5.413  1.372
C  -2.018  -4.811  0.213
C  -1.212  -3.636  0.103
C  -1.088  -2.609  -0.824
C  -3.072  -5.358  -0.688
C  -3.333  -6.823  -0.326
C  -3.502  -6.992  1.185
C  -2.194  -6.678  1.919
H  4.153  5.058  -1.298
H  5.060  4.881  0.194
H  4.099  3.531  -0.403
H  2.947  6.195  0.585
H  3.058  4.703  1.534
H  1.784  3.569  -0.149
H  2.096  6.025  -1.554
H  0.383  5.697  -1.334
H  0.607  3.491  -2.400
H  2.360  3.676  -2.496
H  1.306  4.724  -3.440
H  0.248  5.894  0.886
H  0.922  4.650  1.939
H  -1.484  4.337  1.236
H  -0.933  3.967  -0.387
H  -1.289  2.106  1.634
H  0.447  2.411  1.761
H  -0.940  0.934  -0.288
H  1.072  0.642  -2.580
H  1.969  -0.361  -1.429
H  1.370  -0.849  0.740
H  1.163  -2.670  2.373
H  -1.692  -2.571  -1.716
H  -2.759  -5.272  -1.731
H  -3.991  -4.774  -0.571
H  -4.229  -7.172  -0.839
H  -2.493  -7.433  -0.661
H  -3.811  -8.012  1.413
H  -4.285  -6.317  1.535
H  -2.358  -6.586  2.995
H  -1.472  -7.486  1.767

Löwdin population analysis, charges in e, atoms 1 to 4:
1 C -0.050
2 C -0.173
3 N -0.133
4 C -0.164

Entry 5:
Computed, not measured: a single C21H31N3O3 molecule, with ωB97M-V/def2-TZVPD.

E_tot	-1208.795336	Eh
E_HOMO	-7.959	eV
energy above the lowest of the compared OMol25 structures with the same formula, charge and spin	54.7	kcal per mole
maximum force	1.041	eV/Å
orbital gap	8.743	eV
total charge	0

Positions of all 58 atoms, in Å:
C  -1.654  -2.424  1.963
C  -0.753  -2.394  0.735
C  0.058  -3.681  0.603
C  1.108  -3.578  -0.504
N  2.054  -2.515  -0.231
C  2.980  -2.799  0.857
C  2.833  -1.793  1.997
C  2.713  -1.988  -1.414
C  3.283  -0.638  -1.133
C  4.541  -0.211  -0.827
C  4.446  1.186  -0.599
C  3.137  1.512  -0.784
C  2.402  2.814  -0.723
N  1.030  2.631  -0.304
C  0.613  3.089  0.909
O  1.286  3.797  1.632
N  -0.658  2.718  1.290
C  -1.663  2.033  0.605
C  -1.849  2.137  -0.774
C  -2.860  1.437  -1.396
C  -3.735  0.630  -0.669
O  -4.699  0.002  -1.399
C  -5.568  -0.921  -0.775
C  -4.895  -2.260  -0.486
C  -3.585  0.565  0.712
C  -2.561  1.257  1.333
O  2.429  0.409  -1.116
H  -2.353  -3.257  1.907
H  -1.062  -2.540  2.868
H  -2.219  -1.499  2.042
H  -0.062  -1.554  0.804
H  -1.358  -2.250  -0.163
H  0.548  -3.894  1.554
H  -0.607  -4.519  0.379
H  0.598  -3.346  -1.442
H  1.610  -4.556  -0.627
H  2.802  -3.808  1.242
H  4.014  -2.769  0.489
H  3.544  -2.019  2.788
H  1.828  -1.829  2.408
H  3.022  -0.785  1.639
H  3.520  -2.647  -1.780
H  1.962  -1.885  -2.202
H  5.428  -0.808  -0.770
H  5.241  1.850  -0.330
H  2.882  3.486  -0.008
H  2.409  3.292  -1.714
H  0.560  1.829  -0.697
H  -0.858  2.952  2.253
H  -1.224  2.794  -1.358
H  -3.005  1.513  -2.462
H  -6.377  -1.060  -1.498
H  -5.997  -0.493  0.140
H  -4.066  -2.136  0.206
H  -4.512  -2.686  -1.409
H  -5.618  -2.946  -0.053
H  -4.260  -0.014  1.322
H  -2.457  1.198  2.407

Löwdin population analysis, charges in e, atoms 1 to 4:
1 C -0.109
2 C -0.263
3 C -0.199
4 C -0.212

Entry 6:
Computed, not measured: a single C21H31N3OS molecule, with ωB97M-V/def2-TZVPD.

E_tot	-1456.499016	Eh
E_HOMO	-7.639	eV
energy above the lowest of the compared OMol25 structures with the same formula, charge and spin	44.4	kcal per mole
maximum force	0.881	eV/Å
orbital gap	8.245	eV
total charge	0

Positions of all 57 atoms, in Å:
C  -4.743  -0.971  0.652
N  -3.611  -0.890  -0.241
C  -3.867  -0.523  -1.608
C  -2.491  -1.568  0.074
N  -2.212  -2.044  1.242
C  -0.993  -2.639  1.261
C  -0.293  -2.656  0.099
C  1.078  -3.202  -0.155
N  2.159  -2.228  -0.089
C  2.096  -1.261  -1.169
C  3.318  -0.344  -1.170
C  3.603  0.341  0.176
C  5.080  0.818  0.171
O  5.369  1.778  -0.814
C  2.767  1.612  0.435
C  1.271  1.594  0.135
C  0.609  2.914  0.551
C  -0.877  2.821  0.354
C  -1.681  2.266  1.342
C  -3.047  2.153  1.164
C  -3.629  2.590  -0.014
C  -2.836  3.127  -1.013
C  -1.470  3.240  -0.829
C  3.488  -0.712  1.288
C  2.235  -1.576  1.203
S  -1.231  -1.840  -1.137
H  -4.377  -1.222  1.644
H  -5.452  -1.741  0.326
H  -5.252  -0.008  0.678
H  -4.683  0.196  -1.632
H  -4.136  -1.390  -2.225
H  -2.978  -0.056  -2.034
H  -0.656  -3.076  2.184
H  1.284  -3.970  0.597
H  1.115  -3.667  -1.144
H  1.176  -0.664  -1.126
H  2.081  -1.819  -2.111
H  3.182  0.403  -1.955
H  4.186  -0.959  -1.425
H  5.309  1.304  1.123
H  5.745  -0.050  0.061
H  5.211  1.383  -1.679
H  3.215  2.415  -0.158
H  2.903  1.880  1.487
H  1.098  1.448  -0.932
H  0.775  0.788  0.676
H  1.021  3.732  -0.043
H  0.830  3.110  1.603
H  -1.232  1.926  2.265
H  -3.656  1.730  1.948
H  -4.699  2.521  -0.151
H  -3.285  3.465  -1.937
H  -0.856  3.668  -1.610
H  4.349  -1.381  1.212
H  3.525  -0.228  2.265
H  1.337  -0.976  1.419
H  2.294  -2.358  1.967

Löwdin population analysis, charges in e, atoms 1 to 4:
1 C -0.057
2 N -0.224
3 C -0.097
4 C -0.603

Entry 7:
Computed, not measured: a molecular structure, C21H31NPdSSb2Te, with ωB97M-V/def2-TZVPD.

E_tot	-2147.631733	Eh
E_HOMO	-13.817	eV
energy above the lowest of the compared OMol25 structures with the same formula, charge and spin	0.0	kcal per mole
maximum force	0.306	eV/Å
orbital gap	7.257	eV
total charge	+2

Positions of all 58 atoms, in Å:
Pd  -0.614  0.514  -0.686
C  -0.486  0.677  3.140
Sb  -0.313  -0.712  1.556
C  -1.884  -2.084  1.932
C  1.468  -1.768  2.103
C  2.544  -0.796  2.496
C  2.710  -0.484  3.844
C  3.667  0.426  4.262
C  4.485  1.039  3.324
C  4.336  0.729  1.981
C  3.372  -0.178  1.548
C  3.266  -0.478  0.080
Sb  1.911  0.814  -0.948
C  2.415  0.303  -2.945
C  2.786  2.718  -0.666
H  0.291  1.433  3.049
H  -0.369  0.151  4.086
H  -1.467  1.145  3.104
H  -1.786  -2.454  2.951
H  -1.826  -2.917  1.234
H  -2.838  -1.572  1.821
H  1.744  -2.443  1.296
H  1.159  -2.372  2.957
H  2.092  -0.984  4.581
H  3.786  0.642  5.315
H  5.247  1.739  3.636
H  5.000  1.182  1.253
H  2.961  -1.501  -0.138
H  4.219  -0.308  -0.422
H  3.497  0.354  -3.053
H  1.947  0.981  -3.655
H  2.078  -0.713  -3.143
H  3.852  2.642  -0.873
H  2.632  3.046  0.360
H  2.338  3.434  -1.352
S  -5.120  -0.600  -0.536
C  -3.724  0.341  -0.306
N  -2.602  -0.170  -0.725
C  -2.814  -1.420  -1.318
C  -1.849  -2.252  -1.892
C  -2.252  -3.459  -2.418
C  -3.599  -3.850  -2.391
C  -4.564  -3.035  -1.840
C  -4.153  -1.815  -1.303
H  -3.771  1.297  0.197
H  -0.811  -1.942  -1.931
H  -1.520  -4.116  -2.869
H  -3.886  -4.803  -2.814
H  -5.603  -3.333  -1.822
C  -3.004  2.048  -3.179
Te  -0.921  2.103  -2.783
C  -0.996  3.941  -1.713
H  -3.551  2.264  -2.267
H  -3.257  1.062  -3.561
H  -3.212  2.803  -3.932
H  -1.321  4.719  -2.399
H  0.000  4.169  -1.344
H  -1.689  3.844  -0.883

Löwdin population analysis, charges in e, atoms 1 to 4:
1 Pd 0.062
2 C -0.265
3 Sb 1.391
4 C -0.261

Entry 8:
Computed, not measured: a molecular structure, C21H32AsNO9PSSr, with ωB97M-V/def2-TZVPD.

E_tot	-4557.450817	Eh
E_HOMO	-5.539	eV
energy above the lowest of the compared OMol25 structures with the same formula, charge and spin	19.7	kcal per mole
maximum force	3.021	eV/Å
orbital gap	8.103	eV
total charge	-1

Positions of all 67 atoms, in Å:
Sr  1.200  0.459  -1.486
O  1.056  3.729  -5.024
As  0.414  2.393  -4.057
O  0.486  2.890  -2.508
O  1.351  1.011  -4.134
C  -1.374  1.930  -4.850
C  -1.691  2.482  -6.103
C  -2.845  2.082  -6.781
C  -3.560  1.035  -6.281
C  -3.321  0.538  -4.994
C  -2.237  1.006  -4.325
S  -2.134  0.374  -2.739
O  -2.602  1.425  -1.879
O  -0.776  0.013  -2.424
O  -2.917  -0.795  -2.835
H  1.468  3.191  -5.713
H  -1.157  3.299  -6.594
H  -3.009  2.509  -7.730
H  -4.265  0.529  -6.963
H  -4.029  -0.182  -4.515
C  1.280  -4.478  -0.460
N  2.034  -3.673  0.473
C  1.342  -3.770  1.760
C  2.093  -2.295  -0.024
C  3.160  -1.351  0.520
C  4.221  -1.947  1.201
C  5.282  -1.165  1.784
C  5.209  0.198  1.559
C  4.119  0.709  0.880
C  3.063  0.035  0.262
H  1.417  -5.592  -0.059
H  1.743  -4.300  -1.411
H  0.168  -4.285  -0.433
H  1.383  -4.773  2.093
H  0.253  -3.635  1.550
H  1.642  -2.991  2.459
H  1.166  -1.683  0.178
H  2.180  -2.494  -1.082
H  4.248  -3.000  1.338
H  6.028  -1.652  2.422
H  5.909  0.923  2.040
H  4.141  1.844  0.865
C  -3.005  -1.165  1.157
C  -2.116  0.051  1.154
O  -1.658  0.176  2.563
P  -0.713  1.445  2.997
O  -1.700  2.159  4.104
C  -2.587  3.105  3.486
C  -4.012  2.602  3.566
O  0.286  0.793  4.033
C  1.319  -0.154  3.620
C  2.548  0.075  4.569
H  -3.318  -1.462  0.138
H  -3.912  -1.006  1.700
H  -2.432  -1.963  1.556
H  -2.659  0.941  0.945
H  -1.238  -0.128  0.529
H  -2.387  3.250  2.402
H  -2.378  4.069  3.985
H  -4.122  1.649  3.004
H  -4.750  3.293  3.242
H  -4.381  2.382  4.620
H  1.621  -0.011  2.571
H  0.878  -1.111  3.780
H  2.988  1.038  4.382
H  3.324  -0.678  4.296
H  2.265  0.107  5.620

Löwdin population analysis, charges in e, atoms 1 to 4:
1 Sr 1.508
2 O -0.248
3 As 0.811
4 O -0.552